Entry 1:
The following is a quantum chemistry calculation of a single C11H16N2S molecule at a distorted geometry, from the Open Molecules 2025 dataset.

Structure (XYZ):
```
30
Properties=species:S:1:pos:R:3:forces:R:3:mulliken_spin:R:1
C -0.68716 -0.58196 0.86003 -1.583 0.101 1.493 -0.07
C -1.06671 -1.45687 1.86979 -0.204 -0.145 -0.592 0.14
C 0.99651 -0.76509 2.19553 -0.200 -1.277 0.793 -0.02
C -0.74342 1.26210 -3.62071 -1.021 1.583 0.583 0.29
C 1.86010 0.23836 -2.80069 -0.235 -2.965 -3.202 0.81
C 1.90471 1.61012 -0.49584 -0.417 -0.557 -1.383 0.05
C -1.42052 0.06664 -0.18256 0.076 -1.028 0.629 0.44
C -1.14403 1.36775 -2.32132 0.048 -0.209 -0.239 -0.09
C -0.69571 0.67899 -1.17392 1.101 0.256 -1.724 0.28
C -2.35110 -2.06516 2.24877 -1.690 2.685 0.841 -0.01
C 2.33193 -0.70216 2.80750 0.964 -1.346 -0.125 0.00
N 0.58367 -0.16534 1.13024 0.830 0.353 0.228 0.03
N 0.05899 -1.63736 2.64398 -0.350 0.895 -0.296 0.02
S 1.15798 0.13401 -1.33209 -0.834 1.461 3.794 0.07
H -1.17391 1.98878 -4.37084 0.870 -1.285 0.671 0.01
H 0.09184 0.58953 -3.74626 -0.449 0.082 -1.066 -0.01
H 1.66593 -0.80468 -3.25457 0.867 1.770 0.121 0.00
H 1.81631 1.05819 -3.47607 0.674 0.737 -0.092 0.02
H 2.89811 1.35356 -0.37931 2.384 -0.952 0.345 -0.01
H 2.00248 2.50550 -1.10172 -1.106 0.200 -0.053 -0.01
H -2.50091 -0.04758 -0.25061 0.223 0.054 -0.106 0.06
H -1.93912 2.01716 -2.01100 -0.724 0.427 -0.341 0.01
H -2.29095 -3.06958 2.43759 0.305 -2.813 0.188 0.01
H -2.79732 -1.66591 3.24953 0.757 -0.152 -1.630 0.01
H -3.11139 -1.90845 1.46600 0.316 -0.018 0.337 0.00
H 2.36282 -0.43169 3.87370 -0.279 0.207 -0.388 0.00
H 2.74931 -1.80232 2.79150 -0.126 2.282 -0.362 0.00
H 2.83991 0.06648 2.19150 0.518 -0.856 0.573 0.00
H 0.11746 -2.21440 3.44675 0.062 -0.310 0.599 0.00
H 1.49256 1.57498 0.48009 -0.776 0.820 0.404 0.00
```
Positions in Å, forces in eV/Å.

Results
LUMO energy (spin up / spin down)   0.66 / -1.57 eV
2S+1   3
Largest force on an atom   4.370 eV Å⁻¹
Orbital gap (spin up / spin down)   0.1846 / 0.1909 Eh
Energy above the lowest of the compared OMol25 structures with the same formula, charge and spin   22.5 kcal/mol


Entry 2:
The following is a quantum chemistry calculation of a molecular structure, C28H27N3O2PPbSTe4 at a distorted geometry, from the Open Molecules 2025 dataset.

Structure (XYZ):
```
67
Properties=species:S:1:pos:R:3:forces:R:3:mulliken_charge:R:1
Pb 0.18742 1.33648 1.87555 -0.325 0.172 -0.514 1.34
Te -0.36416 -0.18050 4.16256 -0.235 0.022 0.414 -0.26
Te 2.04923 0.05643 5.30823 0.316 -0.121 -0.329 -0.08
Te 3.41798 -0.71733 3.05410 0.036 0.332 0.439 0.04
Te 3.00891 1.53422 1.67883 -0.132 0.102 -0.042 -0.19
O -0.28223 2.26915 -0.45803 0.527 -0.192 0.126 -1.13
N -1.27817 1.61169 -0.99267 -0.936 -0.883 -0.306 0.79
C -1.17491 1.16330 -2.26970 -0.196 0.857 0.075 -0.37
C -2.22348 0.53937 -2.89184 -0.524 0.425 1.935 -0.96
C -3.39326 0.25960 -2.16627 0.639 0.120 0.586 -0.37
C -3.41849 0.54628 -0.80779 1.419 0.451 -2.726 -1.05
C -2.35254 1.23332 -0.25559 0.169 0.309 2.248 0.74
S -2.37257 1.52606 1.50181 0.269 0.134 -1.175 -0.39
H -0.26232 1.48819 -2.74387 0.042 -0.191 -0.161 0.58
H -2.12005 0.25516 -3.87851 0.187 -0.508 -1.911 0.59
H -4.23670 -0.24771 -2.60288 -0.041 -0.038 -0.268 0.44
H -4.23558 0.25740 -0.24883 -1.411 -0.385 1.370 0.63
C -1.64535 6.13338 0.01243 -0.497 0.692 0.445 -1.17
C -1.14797 5.44358 1.22718 -0.139 1.281 2.083 0.65
C -1.31268 5.63302 2.61734 0.726 -1.686 -1.175 -1.00
C -0.63555 4.53196 3.20998 -0.221 0.677 0.080 0.52
N -0.08117 3.77130 2.26167 0.109 0.186 0.551 -0.42
N -0.35957 4.39816 1.10489 0.165 -0.757 -0.353 0.37
C -0.44724 4.29203 4.67640 1.314 1.629 -0.217 -1.16
H -1.77543 7.23920 0.17632 0.136 -1.194 -0.229 0.35
H -2.62309 5.67133 -0.19374 0.221 0.407 -0.367 0.23
H -0.93775 5.94272 -0.79488 -0.261 0.182 -0.166 0.32
H -1.88176 6.34788 3.13937 -0.424 0.807 0.316 0.47
H -0.32066 3.83757 0.27531 0.229 -0.353 -0.689 0.27
H -1.35160 4.39057 5.21859 -1.165 -0.540 0.371 0.34
H 0.12128 5.16238 5.11615 -0.091 -0.885 -0.624 0.33
H 0.10170 3.38880 4.89361 -0.055 -0.334 0.098 0.18
O -0.18796 -0.49345 0.27656 0.583 -0.393 -0.268 0.46
P 0.47962 -1.67697 -0.42029 -1.108 0.701 0.086 1.69
C -0.35083 -2.14804 -1.94371 0.288 -0.099 -0.668 0.25
C -1.70458 -2.49495 -1.89546 -0.376 0.642 1.059 -0.01
C -2.39821 -2.85707 -3.04101 1.082 0.113 -0.108 -0.75
C -1.74167 -2.96074 -4.27130 0.638 0.971 0.192 -0.74
C -0.38886 -2.58542 -4.33470 0.166 0.060 1.814 -0.69
C 0.32878 -2.20390 -3.17022 -1.255 -0.553 -0.107 -0.62
C 2.17960 -1.35319 -0.83857 1.010 -1.212 1.693 0.11
C 2.46828 -0.21988 -1.54444 0.687 1.296 -1.425 0.36
C 3.80132 0.08240 -1.87899 -0.572 -0.871 0.879 -0.81
C 4.80772 -0.74355 -1.36240 -0.358 1.386 -1.139 -0.47
C 4.55473 -1.83505 -0.56928 -0.498 -0.801 0.353 -0.91
C 3.22191 -2.15778 -0.27355 -0.762 0.507 -0.442 -0.64
C 0.34999 -3.08550 0.62085 0.697 -1.139 -0.486 0.08
C 0.08837 -4.37154 0.12147 -0.614 0.767 -0.079 -0.47
C 0.06190 -5.44714 0.99433 0.254 0.687 -0.745 -0.83
C 0.41890 -5.27964 2.29249 0.933 1.160 1.512 -0.69
C 0.83877 -4.01309 2.75095 0.144 -0.220 0.811 -0.64
C 0.78536 -2.90962 1.93008 -0.715 -0.208 -0.178 -0.29
H -2.22042 -2.35827 -0.90742 0.325 -0.345 -1.126 0.41
H -3.44644 -2.98679 -3.01009 -0.932 -0.406 0.167 0.55
H -2.32741 -3.19461 -5.15943 0.352 -0.088 0.132 0.37
H 0.22599 -2.55546 -5.19097 0.010 -0.301 -1.321 0.48
H 1.39926 -2.01841 -3.21485 -0.271 0.131 -0.157 0.38
H 1.66221 0.44793 -1.88058 0.338 -0.337 0.127 0.13
H 4.05967 0.92835 -2.49883 -0.077 0.074 0.055 0.46
H 5.80482 -0.45945 -1.64431 0.457 -0.241 0.117 0.42
H 5.42088 -2.43378 -0.27855 -0.536 0.027 0.321 0.42
H 2.87626 -2.96251 0.39601 0.739 0.208 -0.539 0.46
H -0.21408 -4.49713 -0.92136 0.265 -0.045 0.353 0.41
H -0.15530 -6.40472 0.63036 -0.466 -1.217 -0.466 0.49
H 0.44072 -6.10109 2.98840 -0.037 -0.224 0.020 0.42
H 1.22867 -3.86566 3.76966 -0.395 -0.303 -0.399 0.40
H 0.97985 -1.89930 2.27348 0.149 -0.448 0.079 0.16
```
Positions in Å, forces in eV/Å.

Results
LUMO energy   -4.35 eV
Total charge   +1
Largest force on an atom   3.106 eV Å⁻¹
Orbital gap   0.2171 Eh


Entry 3:
The following is a quantum chemistry calculation of a molecular structure, C8H21O5P2Pt at a distorted geometry, from the Open Molecules 2025 dataset.

Structure (XYZ):
```
37
Properties=species:S:1:pos:R:3:forces:R:3:mulliken_charge:R:1
C -3.22931 -2.43734 2.55132 1.500 -0.550 0.450 -0.77
C -2.59983 -0.98167 2.10084 -2.407 0.762 1.858 -0.28
O -2.17682 -0.97301 0.69200 3.657 -1.281 1.422 -0.33
P -0.69240 -1.86269 0.44443 -3.207 -4.935 -1.811 0.81
O -1.07878 -3.17686 -0.39758 1.864 5.153 3.015 -0.69
C 0.44136 -0.76247 -0.63104 0.731 1.894 -1.360 -0.56
C -0.29062 0.65796 -1.12488 -1.770 -2.100 -0.621 -0.56
P 0.95261 2.01129 -1.65182 1.093 2.799 6.029 -0.12
O -0.19810 3.01743 -2.55314 -0.261 0.780 -0.830 -0.39
C 0.27663 4.41379 -2.37110 0.040 1.141 0.532 -0.32
C 0.86180 4.37858 -0.80941 1.230 2.128 1.642 -0.42
O 0.82552 3.01127 -0.19575 -0.686 0.992 -3.411 -0.42
O -0.03210 -2.31732 1.98966 0.127 1.836 -3.269 -0.31
C 1.42945 -2.47831 1.95344 2.173 -0.668 1.102 -0.31
C 1.96560 -3.72476 1.02434 1.088 -0.455 0.231 -0.81
H -2.41873 -2.94263 3.26425 -1.811 0.900 -1.599 0.20
H -4.21457 -2.36129 3.18392 1.893 0.073 -1.526 0.31
H -3.34463 -3.14145 1.60386 0.063 1.639 2.031 0.24
H -1.78051 -0.57103 2.85585 -1.515 -1.136 -1.827 0.27
H -3.49968 -0.20087 2.17807 2.077 -1.576 -0.492 0.30
H 1.44366 -0.43058 -0.12545 -1.825 -0.983 -0.771 0.23
H 0.65650 -1.35933 -1.63994 -0.357 0.946 2.587 0.29
H -0.95352 1.12397 -0.26551 1.315 -0.692 -1.950 0.29
H -0.92981 0.35679 -2.08514 0.910 0.824 2.326 0.41
H 1.90554 3.04613 -2.06913 0.081 -0.829 -1.148 0.31
H 1.20981 1.36824 -2.93121 -0.284 -1.460 -4.945 0.09
H 2.15385 1.32662 -1.22350 -0.654 -0.628 0.181 0.13
H -0.55978 5.25645 -2.44263 1.217 -2.460 0.182 0.30
H 1.02449 4.77069 -3.21609 -0.995 -1.198 1.916 0.27
H 1.98981 4.70633 -0.64472 -2.238 -0.513 -1.100 0.30
H 0.29860 5.20595 -0.16078 0.646 -2.389 -1.243 0.30
H 2.00832 -1.46377 1.70825 -1.501 -2.127 0.363 0.25
H 1.75872 -2.74180 3.07048 -1.100 0.722 -2.435 0.32
H 2.76285 -3.35326 0.21715 -1.983 -0.745 1.625 0.23
H 2.58048 -4.46732 1.72820 -1.409 1.667 -1.514 0.30
H 1.12230 -4.36385 0.52470 1.490 1.562 0.927 0.30
Pt 0.33129 1.46009 -4.55191 0.809 0.906 3.433 0.84
```
Positions in Å, forces in eV/Å.

Results
LUMO energy   -8.18 eV
Total charge   +1
Largest force on an atom   6.737 eV Å⁻¹
Orbital gap   0.1527 Eh


Entry 4:
The following is a quantum chemistry calculation of a single C3H4O2 molecule at a distorted geometry, from the Open Molecules 2025 dataset.

Structure (XYZ):
```
9
Properties=species:S:1:pos:R:3:forces:R:3:mulliken_charge:R:1
C -0.62454 0.74810 -0.65629 -0.289 -0.775 0.219 -0.69
C 0.55456 -0.06121 -0.39548 1.024 0.041 0.567 0.46
O 1.33146 -0.55120 -1.18685 -0.018 0.454 0.421 -0.55
C 0.49619 -0.64143 1.04829 0.490 0.190 0.360 0.06
O -0.16135 -0.19798 1.95617 0.421 -0.333 -0.679 -0.45
H -0.99404 -0.36347 -0.51234 -1.823 1.698 -1.668 0.21
H -0.65237 1.37993 -1.56467 -0.346 -1.219 0.234 0.28
H -1.10505 1.20606 0.20198 0.446 0.173 0.155 0.32
H 1.15514 -1.51879 1.10918 0.095 -0.228 0.392 0.36
```
Positions in Å, forces in eV/Å.

Results
LUMO energy   -0.30 eV
Structure (SMILES)   CC(=O)C=O
Largest force on an atom   2.998 eV Å⁻¹
Orbital gap   0.3491 Eh
Energy above the lowest of the compared OMol25 structures with the same formula, charge and spin   44.5 kcal/mol


Entry 5:
The following is a quantum chemistry calculation of a molecular structure, C8H21ClI2NP2Zr at a distorted geometry, from the Open Molecules 2025 dataset.

Structure (XYZ):
```
36
Properties=species:S:1:pos:R:3:forces:R:3:mulliken_charge:R:1
I 0.73306 0.49846 2.15444 -3.404 -2.007 2.389 0.11
I 1.85881 1.68780 0.35013 1.577 1.948 -3.286 0.05
Zr -1.50119 -1.19460 -1.99713 -0.013 1.304 0.456 0.47
P 0.56404 -2.28896 -0.90443 2.497 -2.487 0.965 1.12
C 2.07124 -1.92237 0.07248 -0.634 1.805 0.409 -0.91
C 0.14941 -3.87756 -0.03062 -0.900 0.366 -0.443 -1.10
H 0.93847 -4.62626 -0.24961 -0.574 0.388 -0.022 0.39
H 2.03819 -3.55521 -2.36945 -0.570 0.306 -0.358 0.35
H -0.86883 -4.19166 -0.32871 0.650 -0.430 0.310 0.41
H 0.69088 -2.72565 -3.35906 0.745 -0.394 0.063 0.58
H 1.78131 -1.74591 1.10100 -0.060 -0.005 0.091 0.23
H 0.16015 -3.62815 1.04600 -0.089 -0.151 -0.461 0.38
C 1.42100 -2.64566 -2.52150 -0.755 0.574 -0.018 -1.24
H 2.86360 -2.64840 0.10967 -0.094 -1.005 -0.697 0.44
H 2.09294 -1.78258 -2.68759 -0.296 -0.385 -0.120 0.41
H 2.48012 -1.00093 -0.31547 0.312 0.231 0.014 0.22
P -2.25667 1.08912 -0.60948 -2.607 1.456 -0.033 1.04
C -1.93008 2.58679 0.37393 1.909 -0.425 0.549 -1.19
C -2.62484 2.03139 -2.19394 0.453 -0.882 0.159 -1.21
H -4.26676 -0.25064 -0.07307 -0.378 0.730 0.388 0.41
H -4.53436 1.58695 0.22327 0.351 -0.772 -0.098 0.38
H -3.53864 0.56739 1.35636 -0.248 0.024 -0.424 0.38
C -3.85796 0.70728 0.30731 0.660 -0.837 -0.728 -1.10
H -2.84382 1.32338 -3.03023 -0.308 0.862 0.156 0.55
H -3.43384 2.76907 -1.97137 0.406 -0.770 -0.504 0.34
H -2.67026 3.36741 0.38861 -1.076 -0.211 -0.666 0.45
H -1.04091 3.05448 -0.00227 0.699 0.245 0.076 0.35
H -1.68046 2.57363 -2.41441 -0.575 -0.233 -0.050 0.41
H -1.79644 2.28787 1.39855 0.345 -0.090 0.461 0.35
Cl -3.10151 -2.59451 -2.76603 0.555 0.423 0.591 -0.20
C 3.76024 2.90265 3.12900 -0.602 1.337 -1.373 -0.72
C 3.26772 1.49549 3.15203 2.841 -3.116 2.566 0.40
N 3.31213 0.34731 3.47683 -0.562 4.036 -1.550 -0.40
H 3.16117 3.53485 2.33441 0.708 -0.867 2.239 0.19
H 4.76805 2.96423 2.65196 -0.503 -0.596 0.650 0.32
H 3.83403 3.30349 4.19836 -0.461 -0.370 -1.699 0.32
```
Positions in Å, forces in eV/Å.

Results
LUMO energy (spin up / spin down)   -13.99 / -13.99 eV
Total charge   +3
Largest force on an atom   4.936 eV Å⁻¹
Orbital gap (spin up / spin down)   0.1168 / 0.1168 Eh
Energy above the lowest of the compared OMol25 structures with the same formula, charge and spin   49.3 kcal/mol


Entry 6:
The following is a quantum chemistry calculation of a single C7H8N2O2 molecule at a distorted geometry, from the Open Molecules 2025 dataset.

Structure (XYZ):
```
19
Properties=species:S:1:pos:R:3:forces:R:3:mulliken_charge:R:1
C 0.70169 -1.88968 1.03316 -0.977 -0.291 1.975 -1.46
C -0.14875 -0.73599 0.70141 -0.778 1.920 3.144 0.88
N -1.04751 -0.84489 -0.14633 -0.822 -1.347 -0.038 -0.30
C -1.57827 -0.23383 -1.19712 1.211 0.163 -0.623 -0.42
C -0.74130 0.41995 -2.04276 0.183 0.337 -0.231 -0.54
C 0.66286 0.60510 -1.76382 -0.443 -1.842 -1.657 -0.12
C 0.85732 0.97273 -0.50863 2.090 1.844 -1.274 -0.47
O -0.06965 1.86177 0.00612 -0.084 -0.821 1.568 -0.24
C -0.24661 1.68643 1.36446 0.570 1.127 -0.560 0.47
O -0.33909 2.66598 2.05773 -0.400 -0.842 0.307 -0.59
N -0.17869 0.37210 1.75074 -0.435 0.510 -4.850 -0.11
H 1.49676 -1.73040 1.76222 0.136 0.179 -0.499 0.36
H 0.94261 -2.26287 0.09547 1.283 -0.957 -1.459 0.38
H 0.02363 -2.63778 1.46221 0.121 -0.006 0.086 0.36
H -2.50488 -0.60076 -1.57712 -0.703 0.050 0.082 0.44
H -1.11768 0.72548 -2.96159 -0.748 0.183 -1.620 0.46
H 1.45502 0.20066 -2.50401 -1.264 0.884 1.568 0.29
H 1.87408 1.13956 -0.21760 0.470 0.004 0.965 0.45
H -0.04155 0.28643 2.68546 0.589 -1.096 3.117 0.16
```
Positions in Å, forces in eV/Å.

Results
LUMO energy   0.33 eV
Structure (SMILES)   C/C1=N/C=C\C=C/OC(=O)N1
Largest force on an atom   4.896 eV Å⁻¹
Orbital gap   0.3031 Eh
Energy above the lowest of the compared OMol25 structures with the same formula, charge and spin   90.6 kcal/mol


Q: Which value of largest force on an atom does entry 1 give?
A: 4.370 eV Å⁻¹